Entry 1:
A structure of composition C4H10O2. Source: the OMol25 dataset; level of theory: wB97M-V/def2-TZVPD.

Summary:
- Energy relative to the best compared isomer or geometry (same formula, charge and spin): 70.1 kcal/mol
- HOMO level: -9.6 eV
- Largest force on an atom: 3.00 eV/Å
- HOMO-LUMO gap: 10.409 eV
- E_LUMO: 0.79 eV
- Molecular weight: 90.1 g/mol

Positions of all 16 atoms, in Å:
C 1.779 0.063 -1.363
C 1.415 -0.254 0.057
C -0.459 0.366 -0.070
O -1.097 -0.223 -1.170
C -1.166 0.004 1.234
O -2.571 -0.211 1.121
H 2.663 -0.432 -1.789
H 0.861 -0.322 -1.839
H 1.883 1.143 -1.503
H 1.687 -1.335 0.220
H 1.884 0.302 0.883
H -0.428 1.463 -0.268
H -1.969 0.195 -0.955
H -0.976 0.799 1.966
H -0.670 -0.917 1.527
H -2.836 -0.642 1.949

Atomic partial charges in e from the natural (NBO) method, atoms 1 to 5:
1 C -0.6532
2 C -0.3788
3 C 0.1148
4 O -0.7217
5 C -0.1248

Entry 2:
A cluster of 2 separate species, C4H10O2 in total. Source: the OMol25 dataset; level of theory: wB97M-V/def2-TZVPD.

Summary:
- Energy relative to the best compared isomer or geometry (same formula, charge and spin): 76.8 kcal/mol
- HOMO level: -8.3 eV
- Largest force on an atom: 4.50 eV/Å
- HOMO-LUMO gap: 8.861 eV
- SMILES: C/C=C(/C)O.O
- E_LUMO: 0.57 eV
- Molecular weight: 90.1 g/mol

Positions of all 16 atoms, in Å:
C -0.827 1.767 1.381
C -1.006 0.281 0.960
C -0.638 -0.105 -0.376
O 0.299 0.304 -1.298
C -1.544 -1.102 -1.030
H -1.793 1.966 2.068
H 0.062 1.847 1.965
H -1.045 2.195 0.420
H -1.365 -0.476 1.658
H 0.979 -0.347 -1.148
H -0.868 -1.878 -1.402
H -2.092 -1.635 -0.232
H -2.284 -0.937 -1.875
H 3.700 -0.801 0.903
H 2.202 -0.594 0.711
O 3.025 -0.852 0.214

Atomic partial charges in e from the natural (NBO) method, atoms 1 to 5:
1 C -0.6563
2 C -0.2760
3 C 0.3046
4 O -0.7042
5 C -0.6849

Entry 3:
A cluster of 3 separate species, C4H10O2 in total. Source: the OMol25 dataset; level of theory: wB97M-V/def2-TZVPD.

Summary:
- Energy relative to the best compared isomer or geometry (same formula, charge and spin): 160.4 kcal/mol
- HOMO level: -7.2 eV
- Largest force on an atom: 4.64 eV/Å
- HOMO-LUMO gap: 3.664 eV
- E_LUMO: -3.49 eV
- Molecular weight: 90.1 g/mol

Positions of all 16 atoms, in Å:
C -0.350 0.564 0.579
C 1.155 0.844 0.259
C 1.839 -0.215 -0.385
C 3.245 -0.356 -0.496
H -0.476 -0.465 0.215
H -1.067 1.085 -0.070
H -0.648 0.698 1.597
H 1.245 -1.074 -0.747
H 3.721 0.400 0.134
H 3.724 -1.317 -0.601
H 1.489 1.832 0.478
H -3.023 -1.010 -1.676
O -2.228 -0.475 -1.442
H -3.434 0.135 1.666
H -2.358 -0.660 -0.440
O -2.833 0.016 0.931

Atomic partial charges in e from the natural (NBO) method, atoms 1 to 5:
1 C -0.7019
2 C 0.1879
3 C -0.3097
4 C -0.1473
5 H 0.2453

Entry 4:
A structure of composition C4H10O2. Source: the OMol25 dataset; level of theory: wB97M-V/def2-TZVPD.

Summary:
- Energy relative to the best compared isomer or geometry (same formula, charge and spin): 96.6 kcal/mol
- HOMO level: -7.5 eV
- Largest force on an atom: 0.51 eV/Å
- HOMO-LUMO gap: 8.090 eV
- E_LUMO: 0.57 eV
- Molecular weight: 90.1 g/mol

Positions of all 16 atoms, in Å:
C 0.081 0.202 1.912
C 0.345 -0.149 0.437
C 0.086 1.085 -0.427
O 0.556 0.808 -1.764
C -0.492 -1.395 0.175
O -0.470 -1.592 -1.624
H 0.760 0.992 2.257
H -0.950 0.553 2.052
H 0.224 -0.681 2.544
H 1.419 -0.380 0.336
H 0.624 1.962 -0.042
H -0.990 1.310 -0.441
H 0.179 1.462 -2.369
H 0.140 -2.283 -1.331
H -1.550 -1.092 0.208
H 0.039 -0.801 -1.924

Atomic partial charges in e from the natural (NBO) method, atoms 1 to 5:
1 C -0.5985
2 C -0.3570
3 C -0.0684
4 O -0.7516
5 C -0.2696

Entry 5:
A cluster of 2 separate species, C4H10O2 in total. Source: the OMol25 dataset; level of theory: wB97M-V/def2-TZVPD.

Summary:
- Energy relative to the best compared isomer or geometry (same formula, charge and spin): 44.2 kcal/mol
- HOMO level: -8.3 eV
- Largest force on an atom: 3.27 eV/Å
- HOMO-LUMO gap: 9.071 eV
- SMILES: C/C=C(/C)O.O
- E_LUMO: 0.79 eV
- Molecular weight: 90.1 g/mol

Positions of all 16 atoms, in Å:
C -0.255 -1.947 1.755
C 0.656 -1.262 0.777
C 0.270 -0.246 -0.050
O -1.068 -0.177 -0.404
C 1.290 0.655 -0.645
H -1.222 -2.341 1.409
H 0.333 -2.888 2.046
H -0.399 -1.529 2.754
H 1.676 -1.659 0.631
H -1.385 -1.064 -0.195
H 1.754 1.262 0.116
H 2.059 0.163 -1.236
H 0.776 1.304 -1.358
H -1.843 3.907 -1.830
H -0.957 2.800 -1.586
O -1.683 3.022 -2.185

Atomic partial charges in e from the natural (NBO) method, atoms 1 to 5:
1 C -0.6659
2 C -0.3428
3 C 0.3386
4 O -0.6754
5 C -0.6714

Entry 6:
The molecule C4H10O2. Source: the OMol25 dataset; level of theory: wB97M-V/def2-TZVPD.

Summary:
- Energy relative to the best compared isomer or geometry (same formula, charge and spin): 99.3 kcal/mol
- HOMO level: -9.2 eV
- Largest force on an atom: 2.96 eV/Å
- HOMO-LUMO gap: 10.283 eV
- SMILES: CCCCOO
- E_LUMO: 1.06 eV
- Molecular weight: 90.1 g/mol

Positions of all 16 atoms, in Å:
C 0.091 -0.829 -1.128
C -0.877 -0.954 0.013
C -0.318 0.055 1.033
C -0.893 1.454 0.880
O 1.666 -0.801 -0.639
O 2.442 0.244 -1.274
H 3.325 -0.101 -1.057
H 0.109 -1.722 -1.752
H -0.016 0.085 -1.711
H -1.900 -0.707 -0.280
H -0.829 -1.960 0.440
H -0.485 -0.332 2.042
H 0.809 0.124 0.901
H -0.657 1.882 -0.097
H -0.483 2.121 1.643
H -1.983 1.441 0.986

Atomic partial charges in e from the natural (NBO) method, atoms 1 to 5:
1 C -0.0556
2 C -0.4542
3 C -0.4135
4 C -0.6072
5 O -0.3517

Entry 7:
A cluster of 2 separate species, C4H10O2 in total. Source: the OMol25 dataset; level of theory: wB97M-V/def2-TZVPD.

Summary:
- Energy relative to the best compared isomer or geometry (same formula, charge and spin): 44.4 kcal/mol
- HOMO level: -10.3 eV
- Largest force on an atom: 0.96 eV/Å
- HOMO-LUMO gap: 10.915 eV
- SMILES: OCCO.C=C
- E_LUMO: 0.62 eV
- Molecular weight: 90.1 g/mol

Positions of all 16 atoms, in Å:
C 0.169 0.721 -4.634
C -0.491 -0.427 -4.476
H -0.353 1.640 -4.922
H 1.253 0.778 -4.482
H -1.574 -0.484 -4.629
H 0.032 -1.347 -4.189
O -0.948 -0.857 3.897
O -0.465 0.747 1.644
C 0.298 -0.224 3.649
C 0.572 -0.087 2.170
H -1.610 -0.362 3.370
H -0.434 0.703 0.665
H 0.338 0.777 4.121
H 1.079 -0.850 4.122
H 1.571 0.358 2.003
H 0.563 -1.085 1.691

Atomic partial charges in e from the natural (NBO) method, atoms 1 to 5:
1 C -0.3904
2 C -0.3907
3 H 0.1959
4 H 0.1947
5 H 0.1960

Entry 8:
A structure of composition C4H10O2Pb. Source: the OMol25 dataset; level of theory: wB97M-V/def2-TZVPD.

Summary:
- Total charge: +2
- HOMO level: -18.8 eV
- Largest force on an atom: 4.76 eV/Å
- HOMO-LUMO gap: 8.711 eV
- E_LUMO: -10.12 eV
- Molecular weight: 297.3 g/mol

Positions of all 17 atoms, in Å:
H -0.959 -2.772 0.128
C 0.634 -2.605 -0.055
O 0.670 -1.344 0.341
C 1.085 -0.318 -0.599
C 0.627 1.016 -0.065
O -0.761 0.955 0.279
C -1.417 2.226 0.413
H 0.861 -3.303 0.758
H 0.842 -2.791 -1.116
H 0.669 -0.536 -1.591
H 2.180 -0.359 -0.628
H 0.761 1.769 -0.851
H 1.195 1.303 0.829
H -2.392 2.043 0.876
H -0.819 2.885 1.054
H -1.548 2.657 -0.587
Pb -1.628 -0.827 0.814

Atomic partial charges in e from the natural (NBO) method, atoms 1 to 5:
1 H -0.1234
2 C 0.0104
3 O -0.6090
4 C -0.1236
5 C -0.1130

Entry 9:
A cluster of 2 separate species, C4H10O2S in total. Source: the OMol25 dataset; level of theory: wB97M-V/def2-TZVPD.

Summary:
- Energy relative to the best compared isomer or geometry (same formula, charge and spin): 29.6 kcal/mol
- HOMO level: -8.9 eV
- Largest force on an atom: 1.44 eV/Å
- HOMO-LUMO gap: 9.319 eV
- SMILES: O=CCCCS.O
- E_LUMO: 0.43 eV
- Molecular weight: 122.2 g/mol

Positions of all 17 atoms, in Å:
O 2.784 -1.421 1.402
C 1.661 -1.405 1.825
C 0.646 -0.298 1.498
C 0.581 -0.070 -0.012
C -0.147 1.245 -0.308
S -0.638 1.329 -2.085
H 1.295 -2.276 2.408
H -0.299 -0.506 1.993
H 1.089 0.615 1.911
H 0.086 -0.879 -0.545
H 1.591 0.010 -0.415
H -1.106 1.146 0.202
H 0.416 2.118 0.008
H -1.719 2.061 -1.797
H -2.803 -1.517 0.650
H -3.799 -0.544 0.160
O -2.914 -0.861 -0.034

Atomic partial charges in e from the natural (NBO) method, atoms 1 to 5:
1 O -0.5172
2 C 0.4514
3 C -0.5098
4 C -0.4079
5 C -0.4934

Entry 10:
A cluster of 3 separate species, C4H10O3 in total. Source: the OMol25 dataset; level of theory: wB97M-V/def2-TZVPD.

Summary:
- Total charge: -1
- Energy relative to the best compared isomer or geometry (same formula, charge and spin): 30.1 kcal/mol
- HOMO level (spin up / spin down): -0.6 / -1.9 eV
- Largest force on an atom: 0.72 eV/Å
- HOMO-LUMO gap (spin up / spin down): 3.946 / 5.254 eV
- ⟨S²⟩: 0.7663
- E_LUMO (spin up / spin down): 3.33 / 3.32 eV
- 2S+1: 2
- Molecular weight: 106.1 g/mol

Positions of all 17 atoms, in Å:
C -2.477 0.696 -0.017
C -1.319 0.029 -0.335
O -0.544 -0.425 0.759
C -0.877 -0.354 -1.614
C 0.164 -1.287 -1.895
H -2.829 0.719 1.000
H -3.183 0.884 -0.806
H 0.342 -0.126 0.513
H -1.425 0.155 -2.410
H 1.134 -1.179 -1.405
H 0.021 -2.161 -2.526
H 2.278 -1.595 3.036
H 1.497 -1.127 1.836
O 2.309 -1.598 2.074
H 1.017 2.093 0.958
H 2.086 3.096 0.420
O 1.805 2.179 0.410

Atomic partial charges in e from the natural (NBO) method, atoms 1 to 5:
1 C -0.7206
2 C 0.2707
3 O -0.7559
4 C -0.4425
5 C -0.6308